[1]
86
Properties=species:S:1:pos:R:3:mulliken_charge:R:1 method="wB97M-V/def2-TZVPD" total_charge=+1 largest_force_ev_per_a=10.67 s2=0.76 homo_ev="-11.1500 / -11.1500" e_tot_ha=-2957.52777 homo_lumo_gap_ev="3.87 / 2.71" e_lumo_ev="-7.279 / -8.439" multiplicity=2
Ag -10.2644 -11.9581 -7.8356 0.9996
N -8.4688 -8.8218 -10.7959 -0.1204
S -8.6979 -8.3838 -12.2550 1.1287
O -7.5579 -8.5214 -13.1368 -0.3401
O -9.6492 -7.3328 -12.6026 -0.3608
F -9.5010 -9.6971 -12.8688 -0.2838
S -7.5238 -7.4305 -10.5148 1.1160
O -8.1094 -6.1247 -10.6838 -0.4371
O -6.1156 -7.6536 -10.8309 -0.4638
F -7.4575 -7.5881 -8.9075 -0.2396
C -6.9572 -4.3970 -19.3717 -0.8491
C -6.0122 -5.5866 -19.6060 -0.3105
O -6.4139 -6.4689 -20.6642 -0.5105
H -7.9698 -4.7772 -19.2373 0.2396
H -6.8695 -3.8122 -20.2874 0.2628
H -6.6580 -3.9204 -18.4381 0.2934
H -5.7999 -6.2412 -18.7608 0.3650
H -5.0638 -5.1756 -19.9519 0.2043
H -6.4377 -7.3457 -20.2740 0.3053
C -13.7766 -7.5677 -19.4714 -1.0353
C -14.7063 -6.7199 -20.4228 -0.1531
O -14.9998 -5.5165 -19.8589 -0.5170
H -12.8665 -7.0023 -19.2710 0.2742
H -13.4254 -8.4680 -19.9756 0.3420
H -14.2237 -7.9423 -18.5506 0.2945
H -15.6178 -7.3032 -20.5527 0.2554
H -14.1774 -6.7170 -21.3760 0.2211
H -15.8445 -5.1390 -20.1150 0.3183
C -0.7872 -2.3402 -8.4964 -1.0557
C -0.7224 -3.4708 -7.4208 -0.1640
O -0.0025 -2.9453 -6.3678 -0.5017
H 0.2471 -2.0808 -8.7218 0.2810
H -1.2113 -1.4312 -8.0698 0.2826
H -1.1791 -2.5805 -9.4847 0.3489
H -0.3629 -4.3705 -7.9201 0.2733
H -1.7285 -3.6421 -7.0379 0.2427
H 0.0458 -3.5834 -5.6523 0.2930
C -0.4158 -6.2267 -15.5454 -0.8381
C 0.0943 -7.6485 -15.8294 -0.3142
O 1.3604 -7.4544 -16.5268 -0.5071
H 0.3127 -5.5802 -15.0561 0.2547
H -1.2802 -6.2499 -14.8818 0.3020
H -0.8223 -5.8918 -16.4997 0.2723
H -0.5897 -8.3200 -16.3484 0.2554
H 0.2369 -8.1370 -14.8655 0.2724
H 1.1423 -7.2655 -17.4424 0.3028
C -15.9658 -10.5998 -10.9468 0.6518
O -14.9585 -10.7993 -10.2970 -0.6740
N -16.8743 -11.5600 -11.1316 -0.3981
N -16.4024 -9.4402 -11.3245 -0.3406
H -16.6408 -12.4548 -10.7256 0.2115
H -17.7656 -11.3434 -11.5543 0.1649
H -15.7969 -8.6436 -11.4623 0.2237
H -17.3338 -9.4588 -11.7146 0.1610
C -11.8326 -7.2147 -3.8504 0.6105
O -11.6739 -7.9332 -4.7694 -0.6356
N -12.6697 -6.1934 -3.9930 -0.4114
N -11.1809 -7.3320 -2.7062 -0.3621
H -12.9600 -5.7384 -3.1393 0.1929
H -13.1992 -6.2428 -4.8517 0.2304
H -11.4067 -6.7988 -1.8786 0.1681
H -10.3698 -7.9280 -2.6231 0.2075
C -13.6882 -0.8735 -9.6890 -1.1678
C -13.0085 0.4384 -9.3522 0.2731
C -11.5019 0.1391 -9.0895 -1.0954
O -13.1518 1.3494 -10.4051 -0.5342
H -14.7286 -0.5885 -9.8453 0.3209
H -13.5398 -1.8163 -9.1626 0.3613
H -13.4224 -1.1271 -10.7152 0.2984
H -13.4232 0.7398 -8.3903 0.2988
H -10.8928 0.0205 -9.9856 0.2895
H -11.5884 -0.8112 -8.5626 0.2987
H -10.8962 0.7684 -8.4374 0.3028
H -12.7244 0.9644 -11.1737 0.3541
C -5.5651 -14.1728 -17.5511 -1.4258
C -6.5353 -13.9658 -18.6763 0.5197
C -8.0374 -14.1816 -18.5158 -1.1504
O -6.4332 -12.5704 -18.8371 -0.5539
H -6.1278 -13.8806 -16.6645 0.3728
H -4.6393 -13.6082 -17.6615 0.3535
H -5.2644 -15.2059 -17.3768 0.3408
H -6.3696 -14.4411 -19.6431 0.3274
H -8.3309 -15.1903 -18.8067 0.3341
H -8.6145 -13.4083 -19.0228 0.3301
H -8.2430 -14.1226 -17.4470 0.2317
H -6.2867 -12.2163 -17.9569 0.3201


[2]
254
Properties=species:S:1:pos:R:3:mulliken_charge:R:1 method="wB97M-V/def2-TZVPD" largest_force_ev_per_a=2.43 homo_ev=-10.1332 e_tot_ha=-17912.60850 homo_lumo_gap_ev=9.14 e_lumo_ev=-0.996 multiplicity=1
C -28.6646 10.5229 -8.8540 0.0056
C -29.7284 9.8201 -8.0021 0.8690
C -29.1824 8.8222 -6.9953 1.4351
N -30.1943 7.8537 -6.3299 0.9012
C -29.3989 7.1019 -5.2537 -0.4853
C -28.9934 7.9241 -3.9982 -0.2375
C -30.1847 8.7839 -3.4522 -1.1533
C -30.9026 9.5946 -4.5334 1.1793
C -31.4267 8.6087 -5.6413 -0.3425
C -30.6643 6.9211 -7.4258 -1.2756
H -28.0380 9.7746 -9.3574 -0.8936
H -28.0341 11.2379 -8.3247 -0.2106
H -29.2010 11.0494 -9.6534 0.5033
H -30.3793 9.3292 -8.7311 -0.2302
H -30.3224 10.5856 -7.4933 -1.0418
H -28.6434 9.2949 -6.1771 -0.0378
H -28.4657 8.1650 -7.5010 -0.3695
H -28.5102 6.6983 -5.7489 -0.0166
H -30.0115 6.2574 -4.9408 0.3530
H -28.0924 8.5270 -4.1773 -0.2013
H -28.6880 7.1634 -3.2682 0.6288
H -29.8051 9.5082 -2.7170 0.3371
H -30.9422 8.1718 -2.9429 0.3617
H -30.2763 10.3920 -4.9499 -1.0939
H -31.7374 10.0742 -4.0008 0.5344
H -31.9450 9.0882 -6.4651 -0.4095
H -32.0668 7.8411 -5.1869 0.6192
H -29.8005 6.5119 -7.9460 0.2340
H -31.2581 7.5034 -8.1182 0.1145
H -31.2621 6.1244 -6.9942 0.4883
C -32.5462 5.0041 -10.3669 -1.0438
C -33.8990 4.2705 -10.1737 -0.3223
C -34.2309 4.4191 -8.7088 -0.1436
N -35.5773 3.6739 -8.2814 0.3515
C -35.5558 3.7009 -6.7471 -0.9373
C -35.7674 5.0853 -6.1314 0.3897
C -37.0872 5.6316 -6.6416 -0.9506
C -37.0879 5.7269 -8.1908 0.0453
C -36.8637 4.3431 -8.8027 -0.9297
C -35.5249 2.1913 -8.7183 -1.0751
H -31.9525 4.9272 -9.4460 0.0730
H -32.7532 6.0680 -10.4855 0.1303
H -31.9431 4.6629 -11.1969 0.4794
H -33.8559 3.2392 -10.5277 0.4099
H -34.6490 4.8087 -10.7598 0.2450
H -34.3292 5.4605 -8.4104 -0.3403
H -33.4430 3.9592 -8.1035 0.4216
H -34.6143 3.2540 -6.4397 0.4780
H -36.3784 3.0455 -6.4447 0.4237
H -34.9570 5.7872 -6.3570 -0.3741
H -35.7548 4.9942 -5.0428 0.4996
H -37.3142 6.6159 -6.2389 0.3799
H -37.8887 4.9496 -6.3153 0.3353
H -36.3624 6.4535 -8.5797 -0.2104
H -38.0824 6.0512 -8.5117 0.4866
H -36.7048 4.3543 -9.8871 0.4824
H -37.7067 3.6686 -8.6048 0.4417
H -34.5761 1.8061 -8.3519 0.3769
H -35.6064 2.0961 -9.7923 0.3929
H -36.3387 1.6738 -8.2116 0.4155
C -30.6316 14.5766 -10.7482 -0.3986
C -31.6548 15.7020 -10.8052 -1.1681
C -32.7370 15.7511 -9.7093 -0.2356
C -33.6909 14.5314 -9.8374 -0.2812
P -35.2809 14.7496 -8.8562 0.9223
C -35.8402 16.4659 -8.7820 -1.2363
C -37.0015 16.7507 -7.8150 -0.6434
C -37.1934 18.2652 -7.5022 -0.6444
C -37.0592 19.2088 -8.7294 -1.0823
C -36.6171 13.6932 -9.4838 -0.7189
C -37.1010 14.0173 -10.8975 -0.7942
C -36.4182 13.2251 -11.9856 0.2428
C -36.8127 13.5255 -13.4124 -1.5794
C -34.9079 14.0861 -7.1787 -1.3779
C -34.4536 12.6453 -7.0645 1.0417
C -34.4147 12.2356 -5.6039 0.5943
C -35.7604 11.9070 -4.9718 -1.3949
H -30.0919 14.6671 -9.7928 -0.4073
H -29.8843 14.6098 -11.5457 0.6076
H -31.0803 13.5767 -10.7647 0.2929
H -32.2146 15.5875 -11.7491 0.3267
H -31.1353 16.6595 -10.8773 0.4986
H -33.2325 16.7282 -9.8072 0.3395
H -32.3006 15.7421 -8.6987 0.1107
H -33.1518 13.6305 -9.5121 -0.1176
H -33.9542 14.3871 -10.8863 0.5499
H -36.0590 16.7165 -9.8349 0.7107
H -34.9569 17.0545 -8.4988 0.7652
H -36.8564 16.2122 -6.8744 0.1343
H -37.9162 16.3543 -8.2696 0.3612
H -36.4082 18.5617 -6.7946 0.2890
H -38.1352 18.3930 -6.9611 0.4428
H -36.0649 19.0741 -9.1662 0.2439
H -37.1919 20.2691 -8.5348 0.3810
H -37.7843 18.9241 -9.5026 0.2935
H -37.4272 13.8740 -8.7617 0.6611
H -36.3120 12.6454 -9.3702 0.1649
H -37.0275 15.0983 -11.1298 0.1583
H -38.1777 13.7992 -10.9065 0.5298
H -36.5478 12.1626 -11.7656 0.2370
H -35.3285 13.3654 -11.9240 0.0084
H -36.4113 14.4990 -13.7124 0.3410
H -37.8894 13.5629 -13.5935 0.3503
H -36.3636 12.8000 -14.0976 0.4041
H -35.8195 14.2671 -6.5955 0.8537
H -34.1399 14.7660 -6.7715 0.1273
H -33.4408 12.5440 -7.4570 -0.7179
H -35.0684 11.9265 -7.6079 0.2697
H -33.9282 13.0536 -5.0333 0.3817
H -33.7281 11.3852 -5.5415 -0.8167
H -36.2416 12.7789 -4.5149 0.3618
H -35.5835 11.1981 -4.1740 0.2956
H -36.4339 11.4341 -5.6918 0.2667
C -25.4111 6.7702 -6.9417 -0.7007
C -25.2373 6.5569 -8.4436 -1.0453
C -25.3084 7.9016 -9.1954 1.5111
C -23.9066 8.5767 -9.0997 -1.3176
P -23.7520 10.0129 -10.2517 0.7787
C -24.9856 11.1907 -9.6459 1.4861
C -25.1016 12.4789 -10.4808 -0.7758
C -25.7887 13.6930 -9.8110 -1.3348
C -27.3175 13.6425 -9.5847 0.0241
C -22.1089 10.7432 -9.9145 -1.2640
C -21.7452 11.0171 -8.4229 -0.2193
C -20.4233 11.7877 -8.2147 -0.5345
C -20.1899 12.0298 -6.7115 -1.2462
C -24.0928 9.5751 -11.9526 -0.9275
C -23.3341 8.3134 -12.4405 -0.4295
C -23.3875 8.1923 -13.9681 -0.7422
C -24.6612 7.8271 -14.6878 -1.1889
H -24.7674 7.5968 -6.6148 0.1893
H -25.1634 5.8591 -6.4023 0.4391
H -26.4446 7.0424 -6.7086 -0.0584
H -25.9406 5.8100 -8.8186 0.4286
H -24.2305 6.1400 -8.5985 0.5013
H -26.0418 8.5457 -8.6855 -1.0650
H -25.6420 7.8134 -10.2409 -0.0006
H -23.1014 7.8350 -9.2192 0.6437
H -23.7867 8.9952 -8.0894 0.4786
H -24.6633 11.4213 -8.6213 -0.0465
H -25.9421 10.6686 -9.5755 -1.0098
H -25.6041 12.2624 -11.4345 0.2763
H -24.0992 12.8541 -10.7414 0.4055
H -25.5701 14.5331 -10.4881 0.4036
H -25.2693 13.9545 -8.8721 0.3144
H -27.8111 14.6093 -9.7288 0.5071
H -27.5495 13.3411 -8.5543 -0.3717
H -27.8106 12.9095 -10.2282 0.2655
H -22.0500 11.6676 -10.5067 0.6135
H -21.3500 10.0613 -10.3143 0.6375
H -21.6750 10.0747 -7.8725 0.3692
H -22.5626 11.5663 -7.9351 0.0522
H -20.3561 12.6948 -8.8288 0.3712
H -19.6155 11.1221 -8.5501 0.3073
H -19.1817 12.4038 -6.4980 0.4089
H -20.2893 11.0837 -6.1631 0.3275
H -20.8954 12.7426 -6.2757 0.2716
H -23.7831 10.4541 -12.5669 0.6679
H -25.1898 9.5073 -12.1122 0.3224
H -23.6895 7.4262 -11.9009 0.3542
H -22.2703 8.4274 -12.1493 0.3455
H -22.6407 7.4209 -14.2096 0.3692
H -22.9933 9.1243 -14.4049 0.3267
H -25.4300 8.5924 -14.6054 0.3098
H -25.0411 6.8668 -14.3350 0.2950
H -24.3922 7.7309 -15.7423 0.3995
C -28.4082 12.5202 -1.2881 -1.0070
C -28.5447 13.9780 -1.6755 -0.9112
C -28.1655 14.2789 -3.1108 1.0483
C -28.4304 15.7694 -3.4929 -1.5956
P -27.8092 16.3731 -5.0992 0.9479
C -28.5883 15.4189 -6.5085 -0.0320
C -30.1314 15.4620 -6.5286 -1.0728
C -30.7983 14.0819 -6.7836 1.0790
C -30.5917 12.9194 -5.8180 0.1131
C -28.1864 18.0899 -5.2636 -1.1963
C -29.5320 18.6025 -4.7735 -0.2708
C -29.7168 20.1202 -4.8079 -0.5193
C -31.1086 20.6479 -4.3592 -1.3246
C -25.9813 16.1324 -5.0253 -0.5626
C -25.0981 16.8028 -3.9126 -0.7475
C -23.6996 16.0441 -3.7594 -0.1142
C -23.1149 16.2145 -2.3651 -1.4263
H -27.4548 12.0785 -1.5911 0.2428
H -29.1943 11.9104 -1.7491 0.0895
H -28.4993 12.4308 -0.2077 0.4456
H -27.9955 14.6511 -1.0009 0.4177
H -29.6089 14.2490 -1.5580 0.3744
H -28.7223 13.5934 -3.7579 -0.4770
H -27.1098 14.0261 -3.2650 -0.0166
H -27.9835 16.4441 -2.7347 0.6838
H -29.5073 15.9985 -3.4553 0.7861
H -28.2520 14.3766 -6.4370 -0.5260
H -28.1601 15.8485 -7.4254 0.8000
H -30.4629 16.1573 -7.3113 0.1855
H -30.5394 15.8719 -5.5948 0.7438
H -30.5192 13.7404 -7.7927 -0.1772
H -31.8784 14.2697 -6.8335 -1.0155
H -31.2567 12.1279 -6.1792 -0.0959
H -30.9289 13.1884 -4.8102 0.4348
H -29.5702 12.5329 -5.7631 -0.3076
H -28.1166 18.1995 -6.3679 0.4830
H -27.3579 18.6608 -4.8351 0.3716
H -29.6581 18.2907 -3.7302 0.3243
H -30.3342 18.1157 -5.3361 0.0033
H -29.4482 20.4809 -5.8119 0.3799
H -28.9976 20.5656 -4.1066 0.3251
H -31.3141 20.3227 -3.3396 0.3418
H -31.9485 20.3405 -4.9906 0.3161
H -31.1020 21.7438 -4.3519 0.3989
H -25.5886 16.3988 -6.0129 0.8492
H -25.8779 15.0400 -4.9195 -0.2928
H -25.6542 16.7584 -2.9642 0.3555
H -24.9036 17.8621 -4.1199 0.4266
H -23.0183 16.4602 -4.5094 0.3503
H -23.8079 14.9794 -3.9933 0.1889
H -23.8342 15.9949 -1.5740 0.3364
H -22.8026 17.2581 -2.2379 0.3478
H -22.2228 15.6169 -2.1973 0.4028
As -34.3102 9.2701 -9.1423 1.8755
F -35.5333 8.2243 -9.9832 -0.5290
F -33.1402 9.0779 -10.5124 -0.4798
F -33.0086 10.2585 -8.2996 -0.2674
F -35.4104 9.6424 -7.7816 -0.5471
F -33.7347 7.7106 -8.3688 -0.3328
F -34.9908 10.7904 -9.9017 -0.4935
As -27.1843 3.1143 -4.9737 1.9994
F -26.5725 2.2130 -3.5597 -0.5241
F -28.0642 4.1500 -3.8593 -0.4699
F -27.7061 4.0728 -6.3800 -0.4984
F -26.3188 1.9938 -6.0946 -0.5288
F -28.5714 2.0718 -5.1260 -0.4980
F -25.7140 4.0492 -4.8383 -0.4588
As -35.0072 8.4025 -3.0234 1.9297
F -36.0130 9.6800 -2.2426 -0.5068
F -33.9452 9.5803 -3.8130 -0.3589
F -34.0146 7.0425 -3.6482 -0.4667
F -36.1385 7.1864 -2.3213 -0.5430
F -35.9915 8.3601 -4.4760 -0.4078
F -34.0376 8.3294 -1.5421 -0.5184
As -28.5688 7.2185 -11.7456 2.0175
F -29.5125 5.7053 -11.9716 -0.4976
F -30.0886 8.2044 -11.7974 -0.4963
F -27.5643 8.7147 -11.5612 -0.4809
F -27.1126 6.2256 -11.6204 -0.4769
F -28.4080 7.4150 -13.5164 -0.5162
F -28.7823 7.0992 -9.8995 -0.5074
As -25.8679 11.3094 -4.9949 1.8419
F -26.5568 10.3412 -6.2973 -0.3564
F -26.9721 12.6533 -5.4992 -0.2533
F -25.3045 12.3426 -3.6800 -0.4494
F -24.8348 9.9102 -4.5555 -0.5277
F -24.5805 11.8466 -6.1327 -0.6001
F -27.1918 10.6588 -3.9741 -0.5427